A molecular structure, C23H13ClF9I2MnN5O2S in a non-equilibrium geometry. Source: the OMol25 dataset; level of theory: the ωB97M-V functional and the def2-TZVPD basis.

Spin multiplicity: 4
Total energy (eV): -130931.466
Expectation value of S²: 3.79
Net charge: +2

Cartesian coordinates (Å):
Mn1 -0.08 0.76 0.02
Cl1 -2.95 -3.87 4.10
C1 -2.08 -2.53 3.50
C2 -1.48 -1.63 4.37
C3 -0.78 -0.53 3.90
I1 0.17 0.84 5.17
C4 -0.69 -0.26 2.53
O1 -0.14 0.79 2.00
C5 -1.27 -1.20 1.63
N1 -1.11 -0.89 0.32
C6 -1.70 -1.66 -0.58
C7 -2.43 -2.79 -0.23
C8 -2.57 -3.15 1.10
C9 -1.99 -2.34 2.08
H1 -1.58 -1.79 5.43
H2 -1.57 -1.38 -1.62
H3 -2.89 -3.39 -1.00
H4 -3.12 -4.03 1.39
F1 -1.23 3.14 -2.41
C10 -0.83 2.23 -3.32
F2 -1.84 1.39 -3.48
F3 -0.59 2.85 -4.46
C11 0.41 1.47 -2.74
O2 -0.02 0.55 -1.85
C12 1.20 0.76 -3.88
F4 1.88 1.62 -4.62
F5 0.39 0.07 -4.66
F6 2.07 -0.09 -3.34
C13 1.34 2.49 -2.02
F7 0.86 2.56 -0.68
F8 2.57 2.06 -1.89
F9 1.33 3.71 -2.47
N2 2.51 1.86 1.72
C14 2.72 0.67 1.15
N3 1.88 0.02 0.36
C15 2.42 -1.19 -0.05
C16 1.84 -2.14 -0.88
C17 2.51 -3.32 -1.15
C18 3.76 -3.58 -0.59
C19 4.38 -2.65 0.22
C20 3.71 -1.46 0.47
S1 4.25 -0.13 1.45
H5 1.59 2.27 1.76
H6 3.20 2.22 2.36
H7 0.88 -1.93 -1.33
H8 2.06 -4.05 -1.80
H9 4.26 -4.51 -0.80
H10 5.35 -2.83 0.65
I2 -5.76 3.42 -0.31
C21 -3.79 2.92 0.16
C22 -3.01 3.46 1.16
N4 -1.83 2.84 1.11
N5 -1.79 1.91 0.15
C23 -2.98 1.94 -0.45
H11 -3.22 4.23 1.89
H12 -1.05 2.98 1.75
H13 -3.22 1.31 -1.28

These are the natural (NBO) partial charges, in e, on atoms 1 to 4: 1.40 0.18 0.09 -0.25



A molecular structure, C23H13F10N2O2ReS4Te. Source: the OMol25 dataset; level of theory: the ωB97M-V functional and the def2-TZVPD basis.

ΔE to the lowest compared entry with this formula, charge and spin (kcal/mol): 51.7
Spin multiplicity: 2
Expectation value of S²: 0.82
Net charge: +1

Cartesian coordinates (Å):
Re1 0.52 1.24 0.49
F1 -2.28 4.98 -0.54
Te1 -1.67 4.08 1.07
F2 -2.25 5.27 2.39
F3 -1.66 2.60 2.34
F4 1.22 2.93 0.18
F5 -3.46 3.52 1.01
O1 -1.27 2.10 -0.33
S1 2.77 0.48 0.82
C1 3.43 -0.21 -0.59
N1 4.73 -0.63 -0.46
C2 5.41 -1.24 -1.45
C3 4.78 -1.45 -2.64
C4 3.45 -0.99 -2.72
N2 2.80 -0.39 -1.75
H1 5.18 -0.47 0.44
H2 6.42 -1.53 -1.23
H3 5.27 -1.93 -3.46
H4 2.89 -1.14 -3.63
F6 0.88 3.57 2.74
C5 0.90 2.36 3.33
C6 0.80 1.22 2.55
C7 0.82 0.02 3.25
F7 0.71 -1.15 2.60
C8 0.95 -0.06 4.63
F8 0.97 -1.24 5.24
C9 1.06 1.11 5.37
F9 1.20 1.06 6.69
C10 1.04 2.33 4.71
F10 1.16 3.45 5.40
O2 -0.17 -0.40 -0.14
C11 -1.16 -0.94 -0.98
C12 -1.89 -2.02 -0.20
C13 -1.38 -2.70 0.87
C14 -2.27 -3.69 1.36
C15 -3.44 -3.73 0.66
S2 -3.47 -2.57 -0.59
C16 -2.18 0.12 -1.31
C17 -2.45 1.36 -0.51
C18 -3.51 2.12 -1.26
C19 -3.97 1.50 -2.34
S3 -3.10 0.00 -2.64
C20 -0.56 -1.44 -2.27
C21 0.06 -0.69 -3.22
C22 0.40 -1.44 -4.37
C23 0.03 -2.76 -4.25
S4 -0.73 -3.07 -2.76
H5 -0.41 -2.51 1.28
H6 -2.06 -4.34 2.19
H7 -4.29 -4.37 0.81
H8 -2.86 1.04 0.47
H9 -3.87 3.07 -0.90
H10 -4.74 1.80 -3.02
H11 0.26 0.37 -3.11
H12 0.87 -1.03 -5.25
H13 0.15 -3.55 -4.97

These are the natural (NBO) partial charges, in e, on atoms 1 to 4: 1.55 -0.69 2.61 -0.63